{"formula": "C4H8O2", "method": "ωB97M-V with the def2-TZVPD basis set", "elements": ["C", "C", "C", "O", "C", "O", "H", "H", "H", "H", "H", "H", "H", "H"], "coordinates": [[-1.018918, 0.577079, -0.671784], [-0.936539, 0.083519, 0.781186], [0.413529, -0.579815, 1.079781], [1.430005, 0.178788, 0.396198], [1.602859, -0.107257, -0.898373], [1.318421, -1.138956, -1.452224], [-2.038920, 0.623015, -1.043245], [-0.576560, 1.576289, -0.772728], [-0.509855, -0.112957, -1.346943], [-1.732946, -0.641741, 0.976059], [-1.090030, 0.921228, 1.471616], [0.678441, -0.536534, 2.139567], [0.444978, -1.620168, 0.745390], [2.015535, 0.777510, -1.404498]], "forces_ev_per_angstrom": [[-0.2083, -0.0289, -0.0988], [-0.0620, -0.0308, 0.0409], [-0.1534, -0.1047, 0.0634], [0.0523, 0.0890, -0.1250], [0.2884, -0.3862, -0.2465], [0.4685, 0.3715, 0.3304], [-0.2188, 0.1769, 0.2363], [-0.0562, -0.2568, -0.0505], [-0.4157, 0.2830, 0.1337], [0.1145, 0.0391, 0.0391], [-0.0037, -0.1227, -0.1272], [-0.0755, -0.0055, -0.2041], [0.0025, 0.1733, -0.0191], [0.2675, -0.1971, 0.0275]], "mulliken_charge": [-1.11, -0.23, -0.47, -0.32, 0.09, -0.50, 0.36, 0.27, 0.35, 0.31, 0.26, 0.29, 0.32, 0.37], "lumo_ha": 0.037, "energy_ha": -307.6761, "e_above_lowest_kj_mol": 95.3, "largest_force_ev_per_a": 0.683, "e_homo_ev": -10.657, "homo_lumo_gap_ev": 11.66}

=====

{"formula": "C4H8O3", "method": "ωB97M-V with the def2-TZVPD basis set", "elements": ["C", "O", "C", "O", "C", "C", "O", "H", "H", "H", "H", "H", "H", "H", "H"], "coordinates": [[0.293436, -2.049914, 0.104048], [0.176067, -0.730319, 0.583108], [-2.305700, -0.247574, 1.025911], [-2.606801, -1.304389, 0.729168], [0.794079, 0.275223, -0.191150], [-0.003067, 1.576636, -0.123583], [0.838343, 2.562648, -0.692999], [-0.140688, -2.164863, -0.901223], [1.335585, -2.400366, 0.079634], [-0.269611, -2.687670, 0.792425], [1.800878, 0.486043, 0.193911], [0.885272, -0.030778, -1.242748], [-0.948240, 1.486813, -0.682233], [-0.261627, 1.807245, 0.920045], [0.412073, 3.421264, -0.594314]], "forces_ev_per_angstrom": [[0.0382, -0.1997, -0.0659], [-0.0348, 0.1085, 0.0411], [-0.6390, -1.2894, -0.2877], [0.2212, 1.2459, 0.3829], [0.1657, 0.1377, -0.1478], [-0.1661, -0.3542, 0.1522], [-0.0583, 0.2903, -0.0066], [0.0900, 0.1090, 0.1311], [-0.1117, 0.1570, 0.0141], [0.1206, 0.1209, -0.1222], [-0.0506, -0.0818, -0.0946], [-0.0021, -0.0153, 0.1264], [0.2025, -0.0266, 0.0809], [0.1298, -0.0784, -0.1452], [0.0946, -0.1239, -0.0588]], "mulliken_charge": [-0.76, -0.29, 0.15, -0.19, -0.31, -0.49, -0.52, 0.34, 0.34, 0.24, 0.25, 0.31, 0.26, 0.34, 0.31], "lumo_ha": 0.032, "energy_ha": -382.8837, "e_above_lowest_kj_mol": 213.0, "largest_force_ev_per_a": 1.468, "e_homo_ev": -9.959, "homo_lumo_gap_ev": 10.84}

=====

{"formula": "C3H15NO5S", "method": "ωB97M-V with the def2-TZVPD basis set", "elements": ["N", "C", "C", "O", "C", "S", "H", "H", "H", "H", "H", "H", "H", "O", "H", "H", "O", "H", "H", "O", "H", "H", "O", "H", "H"], "coordinates": [[0.135414, 0.709355, 0.272066], [-1.137527, 0.057510, 0.007554], [-1.410997, -1.325355, 0.748553], [-0.425679, -2.028380, 0.828233], [-1.105150, -0.440550, -1.433862], [-1.490394, 0.811777, -2.702621], [0.879834, 0.048257, 0.518521], [0.140242, 1.164350, 1.193849], [-1.884490, 0.842311, 0.081291], [-2.391221, -1.683045, 1.021797], [-0.183599, -1.009429, -1.646090], [-1.869115, -1.202932, -1.652654], [-0.336417, 1.467240, -2.497829], [2.597628, -1.794234, 1.959529], [1.949345, -2.188009, 1.383000], [3.155763, -2.210250, 2.620990], [0.745172, 2.052369, 3.000931], [0.978719, 1.775633, 3.891549], [0.321898, 2.908160, 3.172354], [0.666463, 3.773433, -0.088357], [0.520814, 4.239588, 0.731808], [0.943745, 2.867756, 0.094376], [1.519896, -2.968641, -0.820806], [1.134493, -3.585494, -1.468315], [0.790173, -2.492142, -0.394470]], "forces_ev_per_angstrom": [[0.8003, -0.2453, 1.6888], [0.0523, -0.7007, -0.0181], [2.3232, 1.8577, -0.9605], [-0.8640, -0.4030, 0.7208], [-0.6809, -0.7805, -1.2262], [0.7216, -0.1391, 0.4179], [-0.2079, -0.4253, -0.8963], [-0.6954, 0.2707, -0.3843], [-0.4865, -0.3464, 0.2983], [-0.6937, -0.0863, 0.2187], [-0.0516, 0.6951, 0.1016], [-0.1565, 0.1816, 0.4066], [-0.1498, 0.2230, -0.1356], [0.5351, 2.4090, 0.2705], [0.3262, -1.4329, 0.4634], [-0.8499, -0.9896, -0.7114], [-0.3147, 0.6218, 0.3090], [0.1958, -0.3534, -0.0086], [0.0859, -0.2271, -0.2820], [0.0066, 0.1343, -0.6131], [0.1195, -0.1324, 0.3148], [-0.1879, 0.0204, 0.1843], [0.0094, -0.2339, -0.4571], [0.1303, 0.4663, 0.5404], [0.0325, -0.3840, -0.2418]], "mulliken_charge": [-0.51, 0.22, -0.15, -0.52, -1.05, -0.20, 0.24, 0.28, 0.45, 0.42, 0.35, 0.37, 0.14, -0.64, 0.34, 0.28, -0.62, 0.28, 0.30, -0.64, 0.27, 0.37, -0.66, 0.30, 0.37], "lumo_ha": 0.007, "energy_ha": -952.3951, "e_above_lowest_kj_mol": 186.0, "largest_force_ev_per_a": 3.126, "e_homo_ev": -9.054, "homo_lumo_gap_ev": 9.24}

=====

{"formula": "CH4CuNO4P", "method": "ωB97M-V with the def2-TZVPD basis set", "elements": ["N", "O", "C", "O", "O", "P", "O", "H", "H", "H", "H", "Cu"], "coordinates": [[2.176533, -0.813453, 0.205177], [1.852716, 0.438110, 0.723690], [0.828013, 1.052317, 0.031933], [1.069048, 1.702446, -0.900353], [-0.558701, 0.987829, 0.437344], [-1.421855, -0.242221, -0.316296], [-0.598748, -1.290370, -0.939816], [1.606490, -1.556660, 0.603802], [2.183915, -0.823536, -0.813606], [-2.174114, -0.873499, 0.756778], [-2.379502, 0.228571, -1.256285], [-2.583795, 1.190468, 1.467631]], "forces_ev_per_angstrom": [[0.8659, -1.3712, -0.2104], [-2.3950, 0.5538, 0.7446], [2.3410, 0.1157, -0.2727], [-0.4237, 0.9622, -1.2407], [-1.7111, -1.9279, 0.3433], [1.3384, -1.5760, -1.1067], [-0.1411, 0.7524, 0.4856], [-0.1705, 0.4370, -0.1609], [-0.1807, 0.2418, 0.2504], [-0.1250, 1.0266, 0.2402], [0.2686, 0.6626, 0.6440], [0.3333, 0.1230, 0.2833]], "mulliken_charge": [-0.38, -0.19, 0.46, -0.29, -0.20, 0.60, -0.55, 0.28, 0.31, 0.09, 0.18, 0.71], "lumo_ha": -0.261, "energy_ha": -2377.6463, "largest_force_ev_per_a": 2.601, "e_homo_ev": -13.546, "charge": 1, "homo_lumo_gap_ev": 6.43}

=====

{"formula": "C6H12N", "method": "ωB97M-V with the def2-TZVPD basis set", "elements": ["C", "C", "C", "C", "C", "C", "N", "H", "H", "H", "H", "H", "H", "H", "H", "H", "H", "H", "H"], "coordinates": [[-0.914760, -0.784046, 1.971120], [-1.163667, 0.664979, 1.949729], [-0.157485, 1.547086, 2.551658], [1.751658, -0.512829, -2.337967], [-0.609822, -0.443947, -1.986666], [0.399217, -1.225978, -2.148735], [-0.845025, -0.202558, 0.886681], [-0.871736, -1.805907, 2.457796], [-2.230589, 0.944486, 2.113345], [-0.708842, 2.484059, 2.721359], [0.849622, 1.802009, 2.049493], [0.174819, 1.336056, 3.583381], [2.648999, -1.128076, -2.057093], [1.872828, -0.363135, -3.496964], [1.752304, 0.430122, -1.879078], [-1.575045, -0.781835, -1.860174], [-0.353042, 0.647154, -1.942336], [-0.501966, -0.299394, -0.208242], [0.482530, -2.308246, -2.367308]], "forces_ev_per_angstrom": [[-0.4696, -2.3604, 1.2863], [-1.3187, 0.4105, 2.5661], [1.7840, 2.8616, 0.9513], [0.5586, -2.4528, -2.7061], [-0.4466, 2.6653, 0.9306], [4.6395, -1.1232, -1.3131], [1.4523, -1.1313, -4.3654], [0.2091, 1.4326, -0.8093], [0.9060, -0.0161, -0.6490], [0.6034, 0.1671, -0.3000], [-1.8947, -0.6816, 0.0518], [-0.4561, -0.7380, -0.3626], [-0.9560, 0.6094, -0.0041], [-0.1831, -0.1558, 2.0745], [0.1745, 1.2965, 0.6306], [-2.2043, -0.4510, -0.1589], [-0.7830, -0.8814, -0.1121], [-0.7806, -0.0744, 1.7452], [-0.8345, 0.6228, 0.5442]], "mulliken_charge": [-0.08, 0.02, -1.11, -0.97, -1.46, 0.33, 0.14, 0.34, 0.32, 0.29, 0.34, 0.33, 0.33, 0.27, 0.32, 0.46, 0.42, 0.39, 0.32], "lumo_ha": -0.167, "energy_ha": -290.1533, "e_above_lowest_kj_mol": 442.7, "largest_force_ev_per_a": 4.951, "e_homo_ev": -14.092, "charge": 1, "homo_lumo_gap_ev": 9.54}

=====

{"formula": "HO6S2", "method": "ωB97M-V with the def2-TZVPD basis set", "elements": ["O", "O", "O", "O", "O", "O", "S", "S", "H"], "coordinates": [[-1.328774, 1.040698, 0.080037], [2.404911, -0.816897, -0.241514], [1.199205, 1.347417, -0.113874], [-0.126017, -0.594271, 1.240769], [-2.162991, -1.217406, -0.118192], [-0.202061, -0.650706, -1.229289], [1.599544, 0.110787, 0.575271], [-0.949766, -0.482067, -0.006074], [-0.434047, 1.262448, -0.187131]], "forces_ev_per_angstrom": [[-1.2501, -0.4057, -0.0719], [-1.5190, 0.9088, 0.7283], [0.0880, -0.3343, -0.0233], [-0.4020, -1.3175, -0.3127], [-1.0409, -0.6293, 1.8076], [0.8396, 0.0623, 0.5288], [4.7588, 0.3701, 0.4623], [-2.7263, -1.1505, -2.7795], [1.2520, 2.4961, -0.3397]], "mulliken_charge": [-0.45, -0.48, -0.61, -0.45, -0.67, -0.61, 0.64, 1.19, 0.44], "lumo_ha": 0.133, "energy_ha": -1248.4745, "e_above_lowest_kj_mol": 68.3, "largest_force_ev_per_a": 4.796, "e_homo_ev": -5.717, "charge": -1, "homo_lumo_gap_ev": 9.33}